DFT (the ωB97M-V functional and the def2-TZVPD basis) results for 7 unconnected molecules or ions with the total composition C48H106BF4N7O7 at a distorted geometry.

Each atom is followed by the atoms it is bonded to, with distances in Å.
Cartesian coordinates (Å):
1 F 2.12 -0.12 1.16  B67 1.402
2 F 1.54 2.09 1.63  B67 1.498
3 F 0.05 0.39 2.13  B67 1.424
4 F 0.54 0.96 -0.13  B67 1.399
5 O 5.67 2.89 2.33  C33 1.382, C51 1.412
6 O 1.13 5.29 -4.39  C40 1.389, C42 1.462
7 O 1.20 -4.47 -4.70  C23 1.414, C56 1.399
8 O -2.06 4.29 -5.06  C19 1.438, C52 1.370
9 O -7.17 -3.26 0.49  C54 1.430, C66 1.395
10 O -3.89 6.48 -3.11  C39 1.455, C62 1.427
11 O 5.41 4.24 -1.67  C31 1.424, C48 1.448
12 N -2.47 4.62 -2.20  C43 1.488, C57 1.512, H87 1.013, H164 1.040
13 N 0.40 -5.00 -1.61  C28 1.509, C32 1.577, C35 1.463, C55 1.476
14 N -9.03 -4.11 2.81  C24 1.480, C29 1.515, C45 1.485, C53 1.524
15 N 1.21 0.29 7.60  C21 1.317, C37 1.356, C50 1.450
16 N 3.75 3.15 0.64  C25 1.513, C58 1.506, H73 1.047, H127 1.023
17 N 2.62 3.13 -6.60  C44 1.486, C46 1.471, C59 1.466, C60 1.523
18 N 6.11 -3.82 10.39  C38 1.337, C64 1.383, C65 1.454
19 C -3.00 4.69 -6.07  O8 1.438, H74 1.030, H101 1.102, H154 1.114
20 C 2.30 0.73 -5.85  C44 1.529, H79 1.078, H100 1.081, H155 1.075
21 C 2.04 -0.32 6.78  N15 1.317, C61 1.428, H70 1.100
22 C 3.17 -1.30 8.70  C30 1.415, C41 1.510, C61 1.410
23 C 1.99 -4.50 -3.52  O7 1.414, C55 1.530, H120 1.131, H166 1.085
24 C -7.92 -3.34 3.40  N14 1.480, C49 1.518, H69 1.074, H109 1.069
25 C 4.64 1.95 0.41  N16 1.513, C33 1.505, H119 1.055, H153 1.105
26 C 4.73 -1.94 10.55  C41 1.402, C64 1.335, H144 1.111
27 C -8.67 -6.32 4.17  C29 1.531, H138 1.084, H145 1.114, H158 1.137
28 C 1.33 -5.91 -0.84  N13 1.509, C36 1.468, H134 1.082, H159 1.095
29 C -8.73 -5.60 2.82  N14 1.515, C27 1.531, H89 1.125, H106 1.097
30 C 2.38 -0.46 9.52  C22 1.415, C37 1.348, H102 1.101
31 C 4.42 4.94 -0.92  O11 1.424, C58 1.485, H140 1.126, H141 1.112
32 C -0.34 -6.00 -2.57  N13 1.577, C63 1.521, H83 1.092, H161 1.105
33 C 5.21 1.70 1.78  O5 1.382, C25 1.505, H113 1.057, H173 1.113
34 C 4.53 -3.42 8.72  C38 1.350, C41 1.357, H98 1.084
35 C -0.52 -4.29 -0.72  N13 1.463, H132 1.083, H139 1.103, H148 1.085
36 C 2.25 -5.34 0.15  C28 1.468, H76 1.101, H112 1.087, H171 1.097
37 C 1.42 0.29 8.94  N15 1.356, C30 1.348, H71 1.099
38 C 5.57 -4.14 9.21  N18 1.337, C34 1.350, H86 1.028
39 C -4.32 7.82 -3.48  O10 1.455, H114 1.062, H156 1.048, H162 1.070
40 C 0.93 4.98 -5.72  O6 1.389, C60 1.553, H95 1.091, H169 1.103
41 C 4.18 -2.25 9.30  C22 1.510, C26 1.402, C34 1.357
42 C 0.58 6.59 -4.03  O6 1.462, H68 1.083, H90 1.093, H94 1.035
43 C -3.91 4.54 -1.84  N12 1.488, C62 1.579, H130 1.084, H137 1.102
44 C 2.63 1.69 -6.99  N17 1.486, C20 1.529, H80 1.125, H117 1.079
45 C -10.24 -3.86 3.63  N14 1.485, H133 1.067, H136 1.095, H151 1.069
46 C 2.94 3.98 -7.76  N17 1.471, H91 1.122, H105 1.061, H128 1.102
47 C 5.11 3.37 -6.10  C59 1.552, H72 1.110, H104 1.083, H125 1.110
48 C 6.74 4.82 -1.66  O11 1.448, H92 1.076, H149 1.076, H157 1.119
49 C -8.00 -1.83 3.27  C24 1.518, H131 1.086, H170 1.048, H172 1.067
50 C 0.09 1.04 7.08  N15 1.450, H108 1.086, H115 1.063, H167 1.082
51 C 6.95 3.32 1.94  O5 1.412, H85 1.101, H99 1.053, H147 1.070
52 C -2.46 3.24 -4.27  O8 1.370, C57 1.500, H84 1.107, H118 1.091
53 C -9.38 -3.75 1.37  N14 1.524, C54 1.565, H123 1.075, H152 1.114
54 C -8.36 -3.99 0.21  O9 1.430, C53 1.565, H81 1.087, H116 1.132
55 C 1.12 -3.97 -2.37  N13 1.476, C23 1.530, H124 1.081, H168 1.048
56 C 1.77 -5.15 -5.78  O7 1.399, H77 1.072, H103 1.083, H160 1.087
57 C -1.92 3.38 -2.88  N12 1.512, C52 1.500, H75 1.097, H122 1.101
58 C 3.34 3.99 -0.54  N16 1.506, C31 1.485, H110 1.081, H143 1.096
59 C 3.65 3.34 -5.58  N17 1.466, C47 1.552, H97 1.102, H129 1.088
60 C 1.28 3.49 -5.98  N17 1.523, C40 1.553, H93 1.081, H150 1.115
61 C 3.02 -1.22 7.30  C21 1.428, C22 1.410, H142 1.078
62 C -4.40 6.05 -1.85  O10 1.427, C43 1.579, H126 1.124, H146 1.096
63 C -1.30 -6.97 -1.90  C32 1.521, H88 1.088, H107 1.092, H121 1.116
64 C 5.65 -2.72 11.10  N18 1.383, C26 1.335, H96 1.058
65 C 7.22 -4.58 10.94  N18 1.454, H82 1.095, H111 1.093, H135 1.052
66 C -6.16 -3.37 -0.47  O9 1.395, H78 1.090, H163 1.078, H165 1.114
67 B 1.03 0.76 1.16  F1 1.402, F2 1.498, F3 1.424, F4 1.399
68 H 0.80 7.44 -4.67  C42 1.083
69 H -7.85 -3.61 4.44  C24 1.074
70 H 1.83 -0.21 5.71  C21 1.100
71 H 0.85 1.06 9.49  C37 1.099
72 H 5.66 3.46 -5.14  C47 1.110
73 H 4.24 3.78 1.32  N16 1.047
74 H -3.22 3.98 -6.78  C19 1.030
75 H -2.19 2.52 -2.25  C57 1.097
76 H 2.81 -6.21 0.54  C36 1.101
77 H 2.33 -5.98 -5.41  C56 1.072
78 H -5.91 -4.41 -0.68  C66 1.090
79 H 2.99 0.77 -5.03  C20 1.078
80 H 1.98 1.51 -7.89  C44 1.125
81 H -8.14 -5.05 0.08  C54 1.087
82 H 7.03 -4.76 12.01  C65 1.095
83 H -0.90 -5.34 -3.24  C32 1.092
84 H -2.16 2.23 -4.63  C52 1.107
85 H 7.00 4.35 2.34  C51 1.101
86 H 5.83 -4.99 8.70  C38 1.028
87 H -1.85 4.83 -1.42  N12 1.013
88 H -0.81 -7.61 -1.16  C63 1.088
89 H -9.51 -6.05 2.15  C29 1.125
90 H -0.51 6.54 -3.95  C42 1.093
91 H 3.87 3.61 -8.26  C46 1.122
92 H 7.38 4.13 -2.19  C48 1.076
93 H 1.28 2.83 -5.12  C60 1.081
94 H 0.97 6.76 -3.09  C42 1.035
95 H -0.13 5.07 -5.98  C40 1.091
96 H 6.17 -2.52 12.01  C64 1.058
97 H 3.46 4.28 -5.04  C59 1.102
98 H 4.15 -3.81 7.79  C34 1.084
99 H 7.70 2.80 2.47  C51 1.053
100 H 1.30 0.92 -5.48  C20 1.081
101 H -3.92 4.96 -5.54  C19 1.102
102 H 2.61 -0.29 10.58  C30 1.101
103 H 2.37 -4.54 -6.44  C56 1.083
104 H 5.50 2.54 -6.67  C47 1.083
105 H 2.16 3.97 -8.47  C46 1.061
106 H -7.80 -5.61 2.25  C29 1.097
107 H -1.75 -7.52 -2.72  C63 1.092
108 H 0.21 2.06 7.43  C50 1.086
109 H -7.07 -3.61 2.81  C24 1.069
110 H 2.42 4.52 -0.33  C58 1.081
111 H 7.41 -5.51 10.41  C65 1.093
112 H 3.01 -4.67 -0.25  C36 1.087
113 H 5.94 0.94 1.84  C33 1.057
114 H -4.13 8.51 -2.69  C39 1.062
115 H 0.11 0.99 6.02  C50 1.063
116 H -8.88 -3.67 -0.74  C54 1.132
117 H 3.65 1.62 -7.34  C44 1.079
118 H -3.54 3.10 -4.31  C52 1.091
119 H 4.07 1.11 0.14  C25 1.055
120 H 2.86 -3.81 -3.70  C23 1.131
121 H -2.13 -6.40 -1.42  C63 1.116
122 H -0.83 3.51 -2.86  C57 1.101
123 H -10.37 -4.16 1.23  C53 1.075
124 H 0.43 -3.32 -2.89  C55 1.081
125 H 5.30 4.32 -6.65  C47 1.110
126 H -3.98 6.64 -0.99  C62 1.124
127 H 2.91 2.81 1.12  N16 1.023
128 H 3.01 5.02 -7.39  C46 1.102
129 H 3.58 2.57 -4.82  C59 1.088
130 H -4.48 4.10 -2.66  C43 1.084
131 H -9.00 -1.40 3.34  C49 1.086
132 H -1.14 -3.67 -1.35  C35 1.083
133 H -10.97 -4.53 3.24  C45 1.067
134 H 1.91 -6.47 -1.56  C28 1.082
135 H 8.02 -3.91 10.82  C65 1.052
136 H -9.98 -3.95 4.69  C45 1.095
137 H -4.13 4.05 -0.88  C43 1.102
138 H -8.77 -7.35 3.85  C27 1.084
139 H 0.10 -3.69 -0.04  C35 1.103
140 H 4.90 5.33 0.02  C31 1.126
141 H 4.03 5.82 -1.46  C31 1.112
142 H 3.61 -1.84 6.63  C61 1.078
143 H 3.23 3.28 -1.36  C58 1.096
144 H 4.33 -0.98 10.97  C26 1.111
145 H -7.89 -5.99 4.89  C27 1.114
146 H -5.49 6.04 -1.77  C62 1.096
147 H 7.08 3.25 0.88  C51 1.070
148 H -1.15 -4.96 -0.15  C35 1.085
149 H 7.11 4.94 -0.66  C48 1.076
150 H 0.51 3.09 -6.68  C60 1.115
151 H -10.58 -2.88 3.39  C45 1.069
152 H -9.58 -2.65 1.43  C53 1.114
153 H 5.35 2.23 -0.38  C25 1.105
154 H -2.50 5.56 -6.56  C19 1.114
155 H 2.37 -0.27 -6.24  C20 1.075
156 H -3.72 8.03 -4.32  C39 1.048
157 H 6.78 5.88 -2.03  C48 1.119
158 H -9.62 -6.19 4.78  C27 1.137
159 H 0.60 -6.59 -0.39  C28 1.095
160 H 0.91 -5.52 -6.33  C56 1.087
161 H 0.47 -6.33 -3.24  C32 1.105
162 H -5.36 7.86 -3.74  C39 1.070
163 H -5.29 -2.89 -0.07  C66 1.078
164 H -2.37 5.35 -2.92  N12 1.040
165 H -6.55 -2.82 -1.36  C66 1.114
166 H 2.38 -5.51 -3.43  C23 1.085
167 H -0.82 0.54 7.41  C50 1.082
168 H 1.71 -3.46 -1.66  C55 1.048
169 H 1.54 5.53 -6.46  C40 1.103
170 H -7.38 -1.48 4.04  C49 1.048
171 H 1.81 -4.80 1.00  C36 1.097
172 H -7.66 -1.66 2.27  C49 1.067
173 H 4.37 1.32 2.40  C33 1.113

Electronic energy = -87749.00544 eV
E_LUMO = -12.14 eV
Largest force on an atom = 3.24 eV/Å
Total charge = +6